Formula: C20H40ClF5NO15P3
Source: OMol25
Level of theory: the ωB97M-V functional and the def2-TZVPD basis

Output
* total charge: 0
* calculated total energy: -3953.2348 Eh
* orbital gap: 0.38784 Eh
* highest occupied orbital energy: -0.3691 hartree
* SMILES string: C[C@@H](Cl)C[C@@H](N=C=O)OC(=O)CCCC(F)(F)C(F)(F)F.COP(=O)(OC)OC.COP(=O)(OC)OC.COP(=O)(OC)OC

Atoms and positions in Å:
C  1.5622  6.2192  2.5527
C  1.1351  4.9186  1.8800
Cl  1.3992  3.5978  3.0581
C  -0.3312  4.9624  1.4607
C  -0.9041  3.6617  0.9210
N  -2.3834  3.7226  1.1217
C  -2.8289  2.6314  1.4405
O  -3.1569  1.5810  1.8150
O  -0.7350  3.5083  -0.4920
C  0.4415  2.9801  -0.8747
O  1.2607  2.5530  -0.1072
C  0.6656  2.9974  -2.3588
C  1.0301  1.6264  -2.9646
C  0.5059  0.3877  -2.2091
C  1.4900  -0.3174  -1.2800
F  2.6751  0.3103  -1.1754
F  1.7836  -1.5327  -1.8343
C  0.9637  -0.6229  0.1735
F  -0.1269  0.0772  0.4903
F  1.8889  -0.3457  1.0769
F  0.6597  -1.9099  0.3000
H  1.3160  7.0858  1.9344
H  1.1473  6.3143  3.5559
H  2.6486  6.2190  2.6651
H  1.7816  4.7854  1.0138
H  -0.9028  5.1688  2.3702
H  -0.5302  5.7828  0.7683
H  -0.5557  2.7962  1.4834
H  1.5050  3.6831  -2.5078
H  -0.1841  3.4522  -2.8669
H  2.0938  1.5565  -3.1844
H  0.5400  1.5859  -3.9390
H  0.2690  -0.3472  -2.9801
H  -0.4378  0.6335  -1.7247
C  1.8616  -2.9388  5.8676
O  1.3202  -1.7377  5.2885
P  0.8653  -0.5605  6.2821
O  -0.3335  -1.0079  7.0096
O  0.6007  0.5130  5.1344
C  -0.1780  0.1727  3.9929
O  1.6625  0.5039  7.1598
C  2.2328  0.0435  8.3996
H  2.1889  -3.5733  5.0488
H  2.7193  -2.7188  6.5036
H  1.0942  -3.4546  6.4445
H  -1.0406  -0.4381  4.2631
H  0.4351  -0.3498  3.2605
H  -0.5286  1.1028  3.5499
H  2.8764  -0.8232  8.2476
H  1.4401  -0.2032  9.1049
H  2.8321  0.8575  8.7969
C  4.8292  -3.8260  -6.7447
O  4.1979  -2.6545  -7.2955
P  3.3038  -1.7532  -6.3129
O  2.0886  -2.5092  -5.9683
O  3.0817  -0.5641  -7.3551
C  2.6579  -0.8394  -8.6866
O  3.6536  -0.7322  -5.1458
C  4.0276  -1.2878  -3.8642
H  5.4535  -4.2534  -7.5241
H  5.4592  -3.5710  -5.8924
H  4.0733  -4.5510  -6.4440
H  1.9019  -1.6250  -8.7066
H  3.5084  -1.1239  -9.3053
H  2.2282  0.0782  -9.0818
H  4.8608  -1.9850  -3.9600
H  3.1797  -1.7873  -3.4137
H  4.3370  -0.4587  -3.2345
C  -6.7266  -0.9137  1.5619
O  -6.8144  -2.2092  0.9383
P  -5.6737  -2.6085  -0.1191
O  -5.8473  -1.7781  -1.3222
O  -6.1346  -4.1279  -0.2764
C  -7.4999  -4.4493  -0.5183
O  -4.1483  -3.0334  0.0321
C  -3.1995  -1.9748  0.2707
H  -7.5210  -0.8558  2.3005
H  -5.7693  -0.7819  2.0666
H  -6.8637  -0.1305  0.8164
H  -7.9521  -3.7502  -1.2227
H  -8.0611  -4.4538  0.4157
H  -7.5220  -5.4491  -0.9458
H  -3.4945  -1.3746  1.1317
H  -3.1100  -1.3382  -0.6093
H  -2.2388  -2.4375  0.4783


Formula: C20H40ClFN3O6S2
Source: OMol25
Level of theory: the ωB97M-V functional and the def2-TZVPD basis

Output
* 2S+1: 3
* total charge: -1
* calculated total energy: -2758.1014 Eh
* orbital gap (spin up / spin down): 0.32368 / 0.31825 Eh
* highest occupied orbital energy (spin up / spin down): -0.2383 / -0.2452 hartree

Atoms and positions in Å:
O  0.3158  -6.3309  1.0200
S  0.9882  -5.6670  -0.1291
O  2.4626  -5.8824  -0.0383
Cl  0.4479  -6.5963  -1.9410
N  0.7475  -4.0150  -0.2203
S  -0.8568  -3.5985  0.1047
O  -1.0929  -3.4763  1.5905
O  -1.0410  -2.2140  -0.4480
C  -2.0973  -4.6682  -0.7003
C  -2.7601  -5.6591  0.2992
F  -3.6728  -6.4375  -0.4362
H  -1.7370  -5.1892  -1.6039
H  -2.9089  -3.9907  -1.0408
H  -2.0510  -6.3625  0.7644
H  -3.3501  -5.1473  1.0775
C  1.2360  0.1886  1.9189
C  0.5670  -0.2511  3.2389
C  -0.9483  -0.3794  2.9995
C  -1.6293  0.9770  2.8474
C  -1.3352  1.8626  4.0549
C  0.1649  1.9994  4.3657
N  0.8796  0.6956  4.3503
O  0.6050  0.0853  5.4844
C  0.8264  2.9669  3.3611
C  0.3148  2.7224  5.7172
C  1.1857  -1.6440  3.4945
H  1.1328  -0.6003  1.1709
H  0.7912  1.0688  1.4601
H  2.3040  0.3729  2.0615
H  -1.4172  -0.9194  3.8288
H  -1.1340  -0.9815  2.1118
H  -1.3068  1.4707  1.9255
H  -2.7088  0.8340  2.7511
H  -1.7712  2.8534  3.8940
H  -1.8516  1.4393  4.9235
H  1.9129  2.9599  3.4730
H  0.4918  3.9914  3.5388
H  0.5831  2.7606  2.3221
H  -0.2060  2.2091  6.5258
H  -0.1116  3.7258  5.6586
H  1.3667  2.8235  5.9938
H  2.2612  -1.5663  3.6739
H  1.0383  -2.2962  2.6335
H  0.7366  -2.1591  4.3438
C  1.0804  3.6829  -3.3513
C  -0.1629  2.8178  -3.6518
C  -0.7375  2.3059  -2.3224
C  0.1382  1.2282  -1.6894
C  0.3670  0.0831  -2.6682
C  0.9056  0.5386  -4.0336
N  0.1642  1.7064  -4.5859
O  -0.9723  1.2595  -5.0784
C  2.4069  0.8813  -3.9239
C  0.8815  -0.6679  -4.9894
C  -1.1416  3.8137  -4.2964
H  0.7853  4.5820  -2.8065
H  1.8192  3.2014  -2.7167
H  1.5702  4.0016  -4.2745
H  -1.7427  1.9015  -2.4797
H  -0.8522  3.1399  -1.6230
H  1.0947  1.6490  -1.3630
H  -0.3464  0.8453  -0.7880
H  1.0510  -0.6418  -2.2212
H  -0.5835  -0.4417  -2.8045
H  2.7683  1.3469  -4.8442
H  2.9951  -0.0247  -3.7702
H  2.6537  1.5294  -3.0866
H  -0.1125  -1.1039  -5.0871
H  1.5329  -1.4586  -4.6148
H  1.2354  -0.3879  -5.9846
H  -0.7521  4.1808  -5.2489
H  -1.2916  4.6756  -3.6440
H  -2.1266  3.3807  -4.4737


Formula: C20H40CuNO2SiTe
Source: OMol25
Level of theory: the ωB97M-V functional and the def2-TZVPD basis

Output
* total charge: -2
* calculated total energy: -3189.1907 Eh
* orbital gap: 0.15065 Eh
* highest occupied orbital energy: 0.0205 hartree

Atoms and positions in Å:
Cu  -0.1912  -0.1031  0.1844
O  2.2402  -1.2624  -0.6389
C  3.2425  -0.3409  -0.3386
C  2.7806  1.1026  -0.3631
C  3.6632  2.1370  -0.6464
C  3.2102  3.4472  -0.6035
C  1.8680  3.6562  -0.3140
C  1.0417  2.5689  -0.0899
N  1.4985  1.3096  -0.0791
H  1.4856  -1.1420  -0.0029
H  4.0443  -0.4748  -1.0706
H  3.6812  -0.5393  0.6534
H  4.6909  1.9114  -0.9097
H  3.8752  4.2742  -0.8189
H  1.4499  4.6554  -0.3069
H  -0.0403  2.6376  0.0113
C  -1.4820  0.2569  -5.3839
Te  -1.4961  0.5709  -2.8800
C  -0.0649  2.0687  -3.4534
H  -0.4825  -0.0272  -5.7421
H  -1.8093  1.1789  -5.8816
H  -2.1967  -0.5498  -5.5911
H  -0.5028  2.7493  -4.1840
H  0.8257  1.6087  -3.8843
H  0.1886  2.6019  -2.5384
C  0.5496  -0.0641  4.1575
C  0.6114  -1.4510  3.5031
C  2.0671  -1.6081  3.0400
C  0.3422  -2.4891  4.5964
Si  -0.5755  -1.4826  1.9155
C  -0.7883  -3.3740  1.3838
C  0.5849  -4.0571  1.3253
C  -1.7045  -4.2574  2.2384
C  -1.3171  -3.3973  -0.0614
C  -2.3451  -0.8185  2.5242
C  -2.3189  0.7186  2.5338
C  -2.8683  -1.3093  3.8803
C  -3.3971  -1.1796  1.4638
H  1.3480  0.0191  4.9111
H  -0.3995  0.1248  4.6605
H  0.7044  0.7268  3.4177
H  2.7446  -1.5610  3.9075
H  2.3321  -0.7946  2.3636
H  2.2541  -2.5469  2.5202
H  1.0244  -2.3233  5.4454
H  0.5054  -3.5097  4.2454
H  -0.6788  -2.4293  4.9779
H  1.0324  -4.2092  2.3098
H  1.2880  -3.4876  0.7127
H  0.4736  -5.0472  0.8583
H  -1.3827  -4.3089  3.2817
H  -1.7031  -5.2842  1.8413
H  -2.7389  -3.9095  2.2277
H  -0.6614  -2.8407  -0.7354
H  -2.3066  -2.9574  -0.1607
H  -1.3715  -4.4390  -0.4133
H  -1.5880  1.1374  3.2257
H  -3.3113  1.0897  2.8344
H  -2.1085  1.0983  1.5285
H  -2.2539  -0.9601  4.7157
H  -2.9217  -2.3985  3.9425
H  -3.8850  -0.9206  4.0454
H  -3.0758  -0.8365  0.4759
H  -4.3387  -0.6638  1.7053
H  -3.6172  -2.2473  1.4242
O  -1.2674  1.0911  -0.8915


- What is the formula in the second record?
  C20H40ClFN3O6S2


- Which of these has the lowest calculated total energy?
  C20H40ClF5NO15P3


- Which value of calculated total energy does entry 3 give?
  -3189.1907 Eh


- Which formula does entry 3 have?
  C20H40CuNO2SiTe